{"formula": "C19H21F3N4O3", "method": "wB97M-V/def2-TZVPD", "e_homo_ev": -8.5, "smiles": "CCOC(=O)N1CCN(c2nc(-c3cccc(OC)c3)cc(C(F)(F)F)n2)CC1", "multiplicity": 1, "species": ["C", "C", "O", "C", "O", "N", "C", "C", "N", "C", "N", "C", "C", "C", "C", "C", "C", "O", "C", "C", "C", "C", "C", "F", "F", "F", "N", "C", "C", "H", "H", "H", "H", "H", "H", "H", "H", "H", "H", "H", "H", "H", "H", "H", "H", "H", "H", "H", "H", "H"], "positions_angstrom": [[-3.0563, 1.7759, 0.8826], [-2.5966, 3.2049, 0.6366], [-1.2536, 3.4048, 1.0748], [-0.2887, 3.0306, 0.2119], [-0.4963, 2.5657, -0.8834], [0.9552, 3.3165, 0.6936], [1.1826, 3.5441, 2.1033], [1.3381, 2.1787, 2.8160], [1.7841, 1.1976, 1.8491], [0.9499, 0.2215, 1.4372], [1.2855, -0.4508, 0.3335], [0.4985, -1.4305, -0.0789], [0.9048, -2.1365, -1.2975], [2.2508, -2.1658, -1.6487], [2.6510, -2.8411, -2.7878], [1.7222, -3.4779, -3.5846], [0.3657, -3.4429, -3.2508], [-0.4688, -4.0910, -4.1057], [-1.8504, -4.0906, -3.8353], [-0.0382, -2.7735, -2.1033], [-0.6555, -1.7765, 0.6439], [-0.8907, -1.0343, 1.7850], [-2.0769, -1.3600, 2.6604], [-2.3613, -0.4087, 3.5512], [-3.1941, -1.5603, 1.9367], [-1.8800, -2.4961, 3.3556], [-0.1226, -0.0444, 2.1981], [2.7733, 1.7053, 0.9258], [2.1004, 2.7495, 0.0075], [-2.9347, 1.5208, 1.9322], [-4.1025, 1.6734, 0.6097], [-2.4672, 1.0903, 0.2776], [-2.6633, 3.4480, -0.4288], [-3.1884, 3.9138, 1.2196], [2.0953, 4.1392, 2.1944], [0.3499, 4.1064, 2.5207], [0.3864, 1.8355, 3.2209], [2.0717, 2.2486, 3.6252], [2.9659, -1.6664, -1.0157], [3.6958, -2.8711, -3.0579], [2.0148, -4.0072, -4.4774], [-2.0739, -4.5803, -2.8820], [-2.2591, -3.0752, -3.8295], [-2.3078, -4.6570, -4.6448], [-1.0824, -2.7140, -1.8430], [-1.3079, -2.5816, 0.3569], [3.1681, 0.8778, 0.3399], [3.5761, 2.1552, 1.5148], [2.8011, 3.5486, -0.2537], [1.7299, 2.2812, -0.9058]]}

{"formula": "C2H14NO3", "method": "wB97M-V/def2-TZVPD", "e_homo_ev": -14.5, "total_charge": 1, "multiplicity": 1, "species": ["C", "C", "N", "H", "H", "H", "H", "H", "H", "H", "H", "H", "H", "O", "H", "H", "O", "H", "H", "O"], "positions_angstrom": [[1.5627, 0.0189, 0.9399], [0.8903, -1.3496, 0.7173], [-0.1645, -1.5855, 1.7471], [2.4474, 0.1351, 0.3237], [0.9463, 0.8177, 0.7461], [1.9473, 0.1932, 1.9713], [0.4207, -1.4772, -0.3195], [1.6127, -2.1648, 0.8386], [0.1614, -1.3123, 2.7075], [-0.4757, -2.5481, 1.7429], [-1.0017, -1.0452, 1.5304], [-1.9154, 2.2607, -1.9269], [-2.8948, 1.3453, -2.6055], [-2.3453, 1.4490, -1.7979], [-2.5245, -1.0623, -0.3012], [-2.1778, 0.3657, 0.1930], [-2.0880, -0.5732, 0.4213], [2.6481, 2.3068, -2.1420], [1.2156, 2.2431, -2.7266], [1.7353, 1.9829, -2.0594]]}

{"formula": "C37H38AuBO6SSb2", "method": "wB97M-V/def2-TZVPD", "e_homo_ev": [-8.0, -8.6], "multiplicity": 3, "species": ["Au", "C", "C", "C", "Sb", "C", "C", "C", "C", "C", "C", "C", "C", "C", "C", "C", "C", "Sb", "C", "C", "C", "C", "C", "C", "C", "C", "C", "C", "C", "C", "H", "H", "H", "H", "H", "H", "H", "H", "H", "H", "H", "H", "H", "H", "H", "H", "H", "H", "H", "H", "H", "H", "H", "H", "H", "H", "O", "S", "O", "O", "O", "C", "C", "C", "C", "C", "C", "C", "C", "O", "B", "O", "C", "C", "H", "H", "H", "H", "H", "H", "H", "H", "H", "H", "H", "H"], "positions_angstrom": [[-1.7399, -0.7143, -1.6691], [0.5166, -1.8412, 2.9721], [0.0503, -0.6703, 3.8075], [0.2257, 0.6477, 3.1212], [-1.5232, 1.1194, 1.5328], [-0.7818, 3.1799, 1.3623], [-0.3288, 3.9582, 2.4151], [0.1015, 5.2567, 2.1888], [0.1180, 5.7717, 0.9047], [-0.3006, 4.9860, -0.1548], [-0.7455, 3.6959, 0.0756], [-3.0630, 1.2808, 3.0481], [-3.0902, 2.3564, 3.9283], [-4.1380, 2.5016, 4.8220], [-5.1688, 1.5792, 4.8395], [-5.1521, 0.5146, 3.9544], [-4.1058, 0.3652, 3.0583], [-0.4229, -2.0022, 0.9600], [0.5221, -3.9756, 0.7197], [1.4133, -4.2278, -0.3069], [2.0605, -5.4499, -0.3928], [1.8204, -6.4284, 0.5576], [0.9114, -6.1901, 1.5747], [0.2608, -4.9713, 1.6492], [-2.2776, -2.8819, 1.5497], [-3.1318, -3.3084, 0.5464], [-4.3878, -3.7905, 0.8564], [-4.7929, -3.8685, 2.1792], [-3.9354, -3.4640, 3.1861], [-2.6848, -2.9581, 2.8687], [0.3203, -2.7921, 3.4717], [1.5888, -1.7635, 2.7835], [0.6259, -0.6712, 4.7458], [-1.0011, -0.7740, 4.0951], [1.1467, 0.7330, 2.5573], [0.1172, 1.4879, 3.7922], [-0.2998, 3.5703, 3.4226], [0.4190, 5.8658, 3.0230], [0.4639, 6.7804, 0.7334], [-0.2889, 5.3783, -1.1609], [-1.1002, 3.0812, -0.7410], [-2.2997, 3.0918, 3.9155], [-4.1470, 3.3440, 5.4975], [-5.9798, 1.6956, 5.5436], [-5.9580, -0.2036, 3.9514], [-4.1212, -0.4359, 2.3365], [1.6046, -3.4592, -1.0446], [2.7587, -5.6362, -1.1957], [2.3371, -7.3749, 0.5050], [0.7123, -6.9527, 2.3149], [-0.4651, -4.7984, 2.4348], [-2.8212, -3.2204, -0.4884], [-5.0579, -4.0959, 0.0662], [-5.7774, -4.2353, 2.4233], [-4.2397, -3.5332, 4.2219], [-2.0379, -2.6172, 3.6673], [-5.2065, 0.6437, 0.2939], [-3.8641, 0.5811, -0.1779], [-3.0821, 1.8300, 0.1561], [-3.0662, -0.5195, 0.4718], [-3.7684, 0.3712, -1.6322], [4.1718, 1.4403, -7.0031], [4.7208, 1.7119, -5.5999], [5.9544, 0.8222, -5.3830], [5.1248, 3.1915, -5.5248], [3.7247, 1.3780, -4.4980], [4.0950, 1.6011, -3.1689], [3.2925, 1.2686, -2.0899], [2.0751, 0.6860, -2.3744], [1.0794, 0.2494, -1.5467], [0.0536, -0.1998, -2.3761], [0.4283, -0.0690, -3.6935], [1.6775, 0.4807, -3.6977], [2.4814, 0.8149, -4.7695], [4.9340, 1.6812, -7.7410], [3.2992, 2.0540, -7.2108], [3.9089, 0.3932, -7.1265], [6.6766, 0.9723, -6.1817], [5.6595, -0.2250, -5.3713], [6.4368, 1.0470, -4.4359], [5.7949, 3.4355, -6.3466], [5.6371, 3.4205, -4.5948], [4.2473, 3.8302, -5.5966], [5.0473, 2.0603, -2.9582], [3.6026, 1.4661, -1.0758], [2.1344, 0.6473, -5.7736]]}

{"formula": "C8H2Cl5NOsSe", "method": "wB97M-V/def2-TZVPD", "e_homo_ev": [-7.8, -8.7], "multiplicity": 5, "species": ["Os", "Cl", "C", "C", "C", "Cl", "C", "Cl", "C", "Cl", "C", "Cl", "C", "H", "H", "Se", "C", "N"], "positions_angstrom": [[-1.0532, 1.0893, 1.1748], [-2.0170, -1.7391, -0.2599], [-0.3668, -1.3276, -0.5741], [0.0762, -0.1442, -0.0036], [1.4013, 0.2073, -0.2203], [1.8791, 1.6843, 0.5532], [2.2679, -0.5568, -0.9804], [3.8938, -0.0633, -1.2118], [1.7888, -1.7400, -1.5523], [2.8302, -2.7084, -2.5095], [0.4627, -2.1311, -1.3425], [-0.1291, -3.5897, -2.0220], [-0.9023, 0.5218, 3.0506], [-1.5746, -0.1950, 3.5246], [-0.1944, 0.9205, 3.7784], [-3.7396, 4.3914, -0.9071], [-2.6818, 3.1299, -0.4085], [-1.9411, 2.2506, -0.0897]]}

{"formula": "C3H4N2O", "method": "wB97M-V/def2-TZVPD", "e_homo_ev": -9.1, "multiplicity": 1, "species": ["O", "C", "C", "N", "C", "N", "H", "H", "H", "H"], "positions_angstrom": [[-2.6286, 0.0903, 0.2129], [-2.1077, 0.0901, -0.9715], [-0.6047, 0.2899, -0.8318], [-0.0876, -0.0249, 0.2864], [1.2873, -0.1180, 0.5079], [2.0234, -0.8374, -0.2287], [-1.9259, 0.1842, 0.9161], [-0.0372, 0.6137, -1.7057], [1.5953, 0.4089, 1.4187], [2.9689, -0.8680, 0.1498]]}

{"formula": "C52H114F9N6O3PS", "method": "wB97M-V/def2-TZVPD", "e_homo_ev": -14.6, "total_charge": 4, "multiplicity": 1, "species": ["P", "F", "F", "F", "F", "F", "F", "C", "C", "C", "N", "C", "C", "C", "C", "C", "H", "H", "H", "H", "H", "H", "H", "H", "H", "H", "H", "H", "H", "H", "H", "H", "H", "H", "C", "C", "C", "N", "C", "C", "C", "C", "C", "H", "H", "H", "H", "H", "H", "H", "H", "H", "H", "H", "H", "H", "H", "H", "H", "H", "H", "C", "C", "C", "N", "C", "C", "C", "C", "C", "H", "H", "H", "H", "H", "H", "H", "H", "H", "H", "H", "H", "H", "H", "H", "H", "H", "H", "C", "C", "C", "N", "C", "C", "C", "C", "C", "C", "H", "H", "H", "H", "H", "H", "H", "H", "H", "H", "H", "H", "H", "H", "H", "H", "H", "H", "H", "H", "C", "C", "C", "N", "C", "C", "C", "C", "C", "C", "H", "H", "H", "H", "H", "H", "H", "H", "H", "H", "H", "H", "H", "H", "H", "H", "H", "H", "H", "H", "C", "C", "C", "N", "C", "C", "C", "C", "C", "C", "H", "H", "H", "H", "H", "H", "H", "H", "H", "H", "H", "H", "H", "H", "H", "H", "H", "H", "H", "H", "C", "F", "F", "F", "S", "O", "O", "O"], "positions_angstrom": [[0.2683, 0.5017, 0.7552], [1.0566, 1.3939, 1.8240], [0.8529, -0.8141, 1.5109], [-1.1249, 0.5516, 1.5361], [-0.5093, -0.5368, -0.2314], [-0.1819, 1.8243, -0.0536], [1.6060, 0.3544, -0.1683], [3.2657, 4.8673, 1.6924], [3.7577, 4.2104, 0.4133], [2.5561, 4.2945, -0.5615], [2.7487, 3.8549, -2.0149], [3.4619, 2.4503, -2.1027], [1.4606, 3.7454, -2.9198], [1.9472, 4.0287, -4.3355], [3.0920, 4.9651, -4.1975], [3.5889, 4.9139, -2.7029], [2.6154, 4.2282, 2.2897], [2.8085, 5.8562, 1.7239], [4.0457, 4.9599, 2.4482], [4.0316, 3.1657, 0.5606], [4.6167, 4.7780, 0.0554], [2.2091, 5.2977, -0.8089], [1.7185, 3.6891, -0.2152], [3.7656, 2.2480, -3.1298], [2.8620, 1.5689, -1.8761], [4.3368, 2.2709, -1.4778], [0.9024, 2.8092, -2.9156], [0.8752, 4.6174, -2.6282], [2.1110, 3.1004, -4.8827], [1.2562, 4.5723, -4.9798], [3.8764, 4.6521, -4.8867], [2.8742, 5.9966, -4.4744], [4.6603, 4.7671, -2.5668], [3.4598, 5.8722, -2.1998], [-1.4598, 1.2423, 7.6575], [-1.1905, -0.2356, 7.3854], [-0.6854, -0.6205, 5.9977], [0.2913, -1.8411, 6.0137], [-0.4307, -3.1167, 6.4984], [1.5591, -1.5542, 6.8462], [2.6808, -1.2639, 5.8908], [2.0052, -1.0633, 4.5229], [0.8755, -2.1118, 4.6414], [-2.0742, 1.2784, 8.5571], [-1.9383, 1.6624, 6.7728], [-0.6948, 1.9535, 7.9691], [-2.1843, -0.6833, 7.3806], [-0.7404, -0.7583, 8.2294], [-0.1421, 0.2310, 5.5880], [-1.5272, -0.7416, 5.3159], [-0.9961, -2.9670, 7.4182], [0.3004, -3.9231, 6.5557], [-1.1626, -3.3986, 5.7415], [1.7077, -2.3552, 7.5704], [1.4314, -0.6799, 7.4846], [3.2866, -2.1576, 6.0408], [3.2367, -0.3816, 6.2079], [2.6829, -1.2712, 3.6949], [1.6619, -0.0386, 4.3807], [1.3115, -3.1102, 4.6074], [0.0565, -1.9051, 3.9525], [0.0924, 3.0635, 4.5144], [-0.8327, 3.6101, 3.3597], [-2.3065, 3.2174, 3.5907], [-3.0864, 3.8840, 2.4089], [-3.1051, 2.8455, 1.2710], [-2.8731, 5.3633, 2.0591], [-4.2253, 6.0235, 1.6744], [-5.3092, 4.9833, 1.9769], [-4.5726, 3.8988, 2.7842], [-0.0829, 3.5492, 5.4744], [1.1538, 3.1980, 4.3057], [0.1695, 1.9845, 4.6482], [-0.3866, 3.3709, 2.3943], [-0.7948, 4.6982, 3.3082], [-2.7428, 3.5796, 4.5215], [-2.4820, 2.1467, 3.4856], [-3.4342, 1.8726, 1.6359], [-2.0570, 2.8030, 0.9748], [-3.6000, 3.2315, 0.3798], [-2.0765, 5.4002, 1.3160], [-2.6094, 5.7763, 3.0328], [-4.3325, 6.4371, 0.6717], [-4.4024, 6.8628, 2.3469], [-5.6691, 4.5412, 1.0478], [-6.0609, 5.5457, 2.5308], [-5.1254, 2.9616, 2.8493], [-4.6867, 4.1490, 3.8390], [-3.0335, -5.2417, -5.5921], [-1.7872, -4.4589, -5.9241], [-1.9758, -2.8804, -5.7193], [-0.6379, -2.1269, -5.7377], [0.0550, -2.3437, -4.3922], [-0.7020, -1.5504, -3.3210], [-0.9769, -0.0594, -3.6021], [-1.7041, 0.1421, -4.9775], [-0.9133, -0.6002, -6.1170], [0.2663, -2.5742, -6.8637], [-3.9579, -4.8225, -5.9893], [-3.1327, -5.3003, -4.5082], [-2.9726, -6.2847, -5.9030], [-1.5992, -4.6211, -6.9854], [-0.8861, -4.8957, -5.4934], [-2.6679, -2.6345, -4.9140], [-2.5243, -2.5078, -6.5844], [0.1498, -3.4228, -4.2705], [1.1008, -2.0463, -4.4687], [-1.6691, -1.9704, -3.0445], [-0.1358, -1.6059, -2.3913], [-1.5619, 0.3962, -2.8032], [-0.0902, 0.5726, -3.6515], [-2.7342, -0.2008, -4.8809], [-1.8083, 1.1978, -5.2283], [-1.4413, -0.5585, -7.0697], [0.0316, -0.0749, -6.2565], [1.0698, -1.8479, -6.9862], [-0.3997, -2.5066, -7.7239], [0.6477, -3.5917, -6.7775], [-0.6540, -4.7816, -0.8610], [-1.1625, -3.6875, 0.1580], [-2.6603, -4.0454, 0.4458], [-3.2830, -3.0268, 1.4157], [-3.4355, -1.5939, 0.8417], [-4.5178, -1.5391, -0.3287], [-5.8280, -2.0834, 0.1465], [-5.7898, -3.4537, 0.8080], [-4.6695, -3.5345, 1.9337], [-2.3718, -3.0290, 2.7461], [0.4148, -4.9954, -0.8713], [-1.0058, -4.6568, -1.8851], [-1.0843, -5.6831, -0.4249], [-1.0137, -2.7313, -0.3436], [-0.5021, -3.6300, 1.0232], [-2.6963, -4.9987, 0.9731], [-3.2420, -4.0161, -0.4755], [-2.4829, -1.1969, 0.4907], [-3.8542, -0.9590, 1.6225], [-4.2681, -2.1173, -1.2183], [-4.5951, -0.4997, -0.6478], [-6.5418, -2.2170, -0.6664], [-6.2233, -1.3285, 0.8261], [-5.7218, -4.2109, 0.0268], [-6.7314, -3.7594, 1.2641], [-4.4901, -4.4957, 2.4155], [-4.9228, -2.8325, 2.7281], [-2.1396, -4.0458, 3.0628], [-2.9036, -2.5986, 3.5946], [-1.5192, -2.4244, 2.4369], [7.4421, -0.4702, -3.2314], [6.4071, -1.3847, -2.7767], [5.6682, -0.9496, -1.4368], [4.4849, -1.9524, -1.1259], [4.9383, -3.3775, -1.3496], [3.8699, -4.4288, -1.0190], [3.3970, -4.3459, 0.4435], [2.9762, -2.8354, 0.7993], [4.0002, -1.7797, 0.3579], [3.2742, -1.6499, -2.0565], [7.7372, -0.6862, -4.2583], [8.2811, -0.6421, -2.5572], [7.2438, 0.6013, -3.2052], [6.8772, -2.3660, -2.8405], [5.6153, -1.4311, -3.5244], [5.1496, 0.0090, -1.4534], [6.4096, -1.0610, -0.6457], [5.8660, -3.5445, -0.8023], [5.1960, -3.4761, -2.4041], [4.1510, -5.4819, -1.0121], [2.9511, -4.3931, -1.6043], [4.1328, -4.7011, 1.1650], [2.4978, -4.9578, 0.5144], [2.7243, -2.6528, 1.8440], [2.0778, -2.4747, 0.2985], [4.8323, -1.9308, 1.0455], [3.6053, -0.7698, 0.4681], [2.3821, -2.0299, -1.5586], [3.3371, -2.1306, -3.0328], [3.1720, -0.5647, -2.0594], [-2.5249, 4.2685, -2.3482], [-3.3708, 3.3076, -2.5696], [-3.1286, 5.2689, -1.7462], [-1.4571, 3.8007, -1.6174], [-1.9746, 4.8165, -4.1055], [-0.8861, 5.8199, -3.9279], [-1.5253, 3.5965, -4.8009], [-3.2384, 5.3290, -4.7297]]}

Energy relative to the best compared isomer or geometry (same formula, charge and spin), respectively: 0.0; 94.4; 138.6; 17.8; 395.7; 0.0 kJ/mol.
F_max, respectively: 0.90; 5.86; 2.27; 3.18; 0.44; 4.63 eV/Å.